1.
A structure of composition C33H29AsBrN8Pt in a non-equilibrium geometry. Source: OMol25; level of theory: the ωB97M-V functional and the def2-TZVPD basis.

XYZ file:
```
73
Properties=species:S:1:pos:R:3:mulliken_charge:R:1
Pt -0.519 -0.851 -0.194 1.217
C -3.688 0.968 2.705 -0.637
C -2.714 0.086 2.250 -0.126
N -1.712 0.507 1.477 0.169
C -1.653 1.809 1.178 -0.717
C -2.684 2.661 1.574 -0.681
N -3.685 2.235 2.325 -0.484
C -0.522 2.293 0.369 0.512
C -0.088 3.598 0.463 -0.870
C 0.930 4.063 -0.374 1.089
C 1.429 3.132 -1.291 -0.607
C 1.007 1.816 -1.276 0.753
N 0.043 1.395 -0.439 -0.007
C 1.660 0.785 -2.121 -0.731
C 2.588 1.093 -3.121 -0.734
N 3.175 0.153 -3.841 -0.499
C 2.891 -1.115 -3.575 -0.578
C 1.987 -1.435 -2.573 -0.606
N 1.369 -0.490 -1.867 0.558
C 1.453 5.440 -0.292 0.976
C 2.598 5.817 -0.991 -0.611
C 3.041 7.131 -0.908 -0.460
N 2.418 8.037 -0.166 -0.513
C 1.339 7.693 0.526 -0.476
C 0.820 6.405 0.487 -0.519
H -4.478 0.642 3.370 0.443
H -2.751 -0.956 2.527 0.551
H -2.717 3.694 1.246 0.618
H -0.531 4.242 1.207 0.741
H 2.168 3.438 -2.013 0.326
H 2.860 2.113 -3.360 0.531
H 3.383 -1.877 -4.167 0.444
H 1.766 -2.469 -2.346 0.508
H 3.174 5.127 -1.592 0.325
H 3.917 7.458 -1.456 0.395
H 0.871 8.464 1.126 0.398
H -0.074 6.201 1.061 0.363
N -6.067 -5.206 2.032 -0.364
C -5.215 -4.518 1.686 -0.552
C -4.135 -3.666 1.266 0.366
C -4.324 -2.757 0.230 -0.726
C -3.283 -1.924 -0.169 -0.010
C -2.062 -2.044 0.459 1.137
C -1.853 -2.939 1.490 -0.129
C -2.898 -3.754 1.904 -0.568
H -5.280 -2.697 -0.274 0.575
H -3.473 -1.200 -0.950 0.603
H -0.901 -3.022 1.991 -0.095
H -2.751 -4.458 2.712 0.559
Br -1.582 -1.371 -3.038 0.098
C -0.914 -3.006 -2.404 0.354
C -0.975 -4.157 -3.159 -0.810
C -0.407 -5.306 -2.624 -0.507
C 0.183 -5.254 -1.366 -1.150
C 0.182 -4.058 -0.681 -0.145
N -0.353 -2.943 -1.199 0.537
H -1.442 -4.152 -4.134 0.545
H -0.436 -6.230 -3.187 0.479
H 0.650 -6.123 -0.924 0.521
H 0.624 -3.972 0.304 0.365
C 1.194 -2.126 2.924 -1.294
As 1.443 -1.101 1.308 0.433
C 2.008 0.607 1.991 -1.146
C 3.048 -1.840 0.535 -1.206
H 2.103 -1.987 3.511 0.552
H 1.057 -3.185 2.718 0.476
H 0.342 -1.746 3.485 0.410
H 2.893 0.432 2.605 0.581
H 1.222 1.037 2.609 0.422
H 2.258 1.301 1.190 0.311
H 3.743 -1.975 1.365 0.560
H 3.476 -1.157 -0.193 0.410
H 2.855 -2.800 0.059 0.346
```

Energy (eV): -180711.3139
Highest occupied orbital energy (spin up / spin down) (eV): -15.916 / -15.916
Frontier orbital gap (spin up / spin down) (eV): 4.1 / 4.1
Total charge: +3
F_max (eV Å⁻¹): 3.0
Spin multiplicity: 1

2.
A cluster of 3 separate species, H5O2S in total. Source: OMol25; level of theory: the ωB97M-V functional and the def2-TZVPD basis.

XYZ file:
```
8
Properties=species:S:1:pos:R:3:mulliken_charge:R:1
S -0.333 -0.479 0.307 -0.895
H -0.349 -1.643 0.970 -0.032
H -2.320 0.444 -1.467 0.309
H -1.718 1.792 -1.567 0.309
O -2.474 1.300 -1.907 -0.654
H 2.053 -0.293 0.558 0.281
H 2.325 -0.690 1.947 0.300
O 2.816 -0.430 1.160 -0.616
```

Energy (eV): -15013.0112
Highest occupied orbital energy (eV): -3.290
Frontier orbital gap (eV): 7.6
Total charge: -1
F_max (eV Å⁻¹): 0.3
Spin multiplicity: 1

3.
A structure of composition C17H47O28P5V in a non-equilibrium geometry. Source: OMol25; level of theory: the ωB97M-V functional and the def2-TZVPD basis.

XYZ file:
```
98
Properties=species:S:1:pos:R:3:mulliken_charge:R:1
O -9.575 21.792 -1.589 -0.613
V -8.674 20.657 -0.820 1.357
O -8.283 21.180 0.619 -0.540
O -9.803 17.499 -4.585 -0.440
C -9.134 17.460 -5.715 0.638
O -7.950 17.754 -5.823 -0.606
O -9.676 17.031 -6.767 -0.820
H -9.091 17.829 -4.031 0.260
O -7.383 16.988 -2.125 0.987
C -7.763 18.197 -1.764 0.774
O -7.525 18.660 -0.653 -0.708
O -8.553 18.919 -2.428 -0.967
H -6.963 16.757 -1.293 -0.333
C -6.123 18.408 2.282 -0.454
O -6.708 17.715 3.454 -0.188
P -5.844 17.634 4.836 0.940
O -4.891 18.726 5.036 -0.717
O -7.045 17.468 5.946 -0.304
C -6.807 17.153 7.357 -0.716
O -5.151 16.128 4.793 -0.311
C -5.960 14.964 4.493 -0.692
H -5.941 17.641 1.529 -0.069
H -5.120 18.787 2.478 0.470
H -6.838 19.173 1.982 0.233
H -7.411 16.352 7.783 0.280
H -7.002 18.062 7.926 0.295
H -5.790 16.849 7.604 0.295
H -7.027 15.157 4.603 0.356
H -5.715 14.132 5.153 0.302
H -5.767 14.551 3.503 0.207
C -3.561 21.334 -4.152 -0.808
O -4.622 20.906 -3.248 -0.125
P -5.965 21.847 -3.015 0.381
O -6.920 21.433 -1.975 0.070
O -5.229 23.237 -2.616 -0.379
C -6.074 24.428 -2.275 -0.662
O -6.676 22.096 -4.484 -0.332
C -7.458 21.027 -5.007 -0.638
H -3.702 22.310 -4.616 0.321
H -3.402 20.617 -4.958 0.315
H -2.631 21.298 -3.585 0.284
H -7.022 24.254 -2.784 0.302
H -5.751 25.393 -2.665 0.275
H -6.185 24.557 -1.198 0.262
H -8.401 20.900 -4.474 0.219
H -6.874 20.115 -4.887 0.356
H -7.604 21.166 -6.078 0.355
C -2.943 15.059 2.236 -0.818
O -4.147 15.343 1.550 0.065
P -4.261 15.558 -0.037 -0.077
O -5.684 15.670 -0.476 0.020
O -3.404 16.926 -0.252 -0.359
C -3.976 18.043 -0.957 -0.322
O -3.363 14.356 -0.756 -0.398
C -3.415 14.104 -2.146 -0.656
H -2.105 15.622 1.825 0.344
H -2.627 14.022 2.124 0.303
H -3.087 15.356 3.275 0.213
H -4.630 17.765 -1.784 0.132
H -3.112 18.585 -1.341 0.355
H -4.543 18.835 -0.467 0.216
H -2.457 13.729 -2.506 0.344
H -3.655 14.962 -2.774 0.251
H -4.218 13.396 -2.353 0.287
C -9.938 14.206 -2.668 -0.350
O -10.882 13.819 -1.713 -0.376
P -10.488 13.150 -0.281 1.029
O -9.436 12.121 -0.343 -0.674
O -10.084 14.415 0.695 -0.435
C -8.806 14.950 0.511 -0.619
O -11.876 12.562 0.329 -0.377
C -12.781 11.696 -0.408 -0.629
H -8.897 14.021 -2.406 0.244
H -10.070 15.256 -2.929 0.308
H -10.078 13.653 -3.597 0.172
H -8.862 15.705 -0.273 0.235
H -8.093 14.187 0.200 0.362
H -8.391 15.458 1.382 0.275
H -13.290 11.040 0.298 0.252
H -12.317 11.098 -1.193 0.315
H -13.548 12.318 -0.869 0.275
C -5.763 12.278 -8.023 -0.774
O -7.023 12.375 -7.394 -0.351
P -7.378 13.677 -6.537 0.920
O -7.328 14.913 -7.382 -0.585
O -6.325 13.708 -5.268 -0.402
C -6.434 14.751 -4.297 0.207
O -8.824 13.348 -5.829 -0.133
C -9.981 13.464 -6.632 -0.834
H -5.957 12.060 -9.073 0.286
H -5.143 11.467 -7.639 0.266
H -5.183 13.200 -8.045 0.336
H -6.241 14.428 -3.273 -0.092
H -7.411 15.235 -4.274 -0.008
H -5.638 15.448 -4.557 0.185
H -10.552 12.571 -6.377 0.324
H -9.902 13.413 -7.718 0.371
H -10.505 14.377 -6.353 0.265
```

Energy (eV): -147865.2262
Highest occupied orbital energy (eV): -3.193
Frontier orbital gap (eV): 3.7
Total charge: -1
F_max (eV Å⁻¹): 6.8
Spin multiplicity: 1

4.
A structure of composition C20H36AuN7O2S3Si2Te. Source: OMol25; level of theory: the ωB97M-V functional and the def2-TZVPD basis.

XYZ file:
```
72
Properties=species:S:1:pos:R:3:mulliken_spin:R:1
Au -0.234 0.741 -0.791 0.234
C 4.755 -0.593 1.631 0.001
C 4.181 0.478 0.787 -0.001
N 4.836 1.270 0.001 0.005
N 3.882 2.056 -0.569 0.005
C 2.654 1.772 -0.162 -0.009
S 1.231 2.589 -0.681 0.135
N 2.827 0.772 0.731 0.003
N 1.790 0.156 1.422 -0.001
H 5.833 -0.604 1.493 0.000
H 4.350 -1.565 1.347 0.000
H 4.538 -0.420 2.686 0.000
H 4.144 2.759 -1.243 0.000
H 1.936 0.263 2.420 0.000
H 1.760 -0.824 1.158 0.000
C -4.161 1.437 3.751 0.007
Si -4.164 0.405 2.203 -0.008
C -2.722 -0.795 2.203 0.012
C -5.781 -0.481 1.947 -0.002
C -3.919 1.567 0.708 -0.006
Te -1.962 2.358 0.673 0.577
C -2.218 3.940 -0.705 -0.010
Si -2.686 3.658 -2.539 0.003
C -1.211 2.974 -3.460 -0.006
C -3.135 5.355 -3.155 0.001
C -4.119 2.475 -2.684 0.002
H -4.313 0.804 4.628 0.000
H -4.965 2.176 3.740 0.000
H -3.218 1.969 3.898 0.000
H -2.836 -1.528 3.004 0.000
H -1.765 -0.292 2.373 -0.004
H -2.653 -1.344 1.260 -0.004
H -5.986 -1.146 2.788 0.000
H -5.776 -1.089 1.040 0.001
H -6.612 0.223 1.876 0.000
H -4.578 2.436 0.733 0.016
H -4.066 1.041 -0.235 -0.006
H -1.285 4.507 -0.645 -0.009
H -2.990 4.559 -0.235 0.021
H -0.313 3.577 -3.308 0.001
H -1.429 2.974 -4.531 0.000
H -0.981 1.943 -3.179 0.002
H -2.308 6.058 -3.043 0.000
H -3.996 5.761 -2.621 0.000
H -3.393 5.317 -4.216 0.000
H -3.843 1.462 -2.383 -0.005
H -4.430 2.434 -3.731 0.000
H -4.984 2.796 -2.100 0.000
N 1.045 -3.216 -7.250 0.006
C 0.917 -2.995 -5.927 0.005
C 0.498 -4.029 -5.065 0.005
C 0.364 -3.802 -3.719 -0.002
C 0.647 -2.536 -3.197 0.016
C 1.073 -1.499 -4.036 0.004
C 1.199 -1.722 -5.382 -0.001
S 0.499 -2.261 -1.513 -0.013
O 1.551 -1.394 -1.045 0.002
O 0.187 -3.469 -0.812 0.008
N -0.871 -1.230 -1.336 0.308
C -2.086 -1.678 -1.498 0.019
S -2.531 -3.373 -1.768 0.080
C -4.137 -2.894 -1.905 0.328
C -4.271 -1.511 -1.697 0.109
N -3.156 -0.846 -1.469 0.157
H 0.911 -4.133 -7.637 0.000
H 1.404 -2.505 -7.862 0.000
H 0.299 -5.013 -5.469 0.000
H 0.070 -4.607 -3.058 -0.001
H 1.314 -0.527 -3.625 -0.006
H 1.532 -0.926 -6.035 0.000
H -4.930 -3.600 -2.098 0.011
H -5.220 -0.992 -1.728 0.010
```

Energy (eV): -95083.3625
Highest occupied orbital energy (spin up / spin down) (eV): -13.132 / -13.161
Frontier orbital gap (spin up / spin down) (eV): 8.3 / 5.1
Total charge: +2
F_max (eV Å⁻¹): 0.2
Spin multiplicity: 3